No. 1
{
  "formula": "C27H30AsFN5O4PdS4",
  "method": "ωB97M-V with the def2-TZVPD basis set",
  "elements": ["Pd", "S", "As", "S", "S", "S", "C", "C", "N", "C", "C", "C", "O", "O", "C", "O", "C", "C", "C", "F", "C", "C", "C", "N", "C", "C", "N", "C", "C", "H", "H", "H", "H", "H", "H", "H", "H", "H", "H", "H", "H", "H", "H", "H", "H", "H", "H", "C", "N", "N", "C", "O", "C", "C", "C", "C", "C", "C", "C", "C", "C", "H", "H", "H", "H", "H", "H", "H", "H", "H", "H", "H", "H"],
  "xyz": [[0.7641, 3.4057, -2.0929], [3.4260, 5.8243, -0.0218], [2.7991, 5.4839, -2.0352], [3.1243, 3.4190, -2.6327], [0.6593, 5.8541, -2.1657], [3.9825, 6.8867, -3.1468], [-3.3945, -2.6244, -0.0698], [-3.1092, -2.4531, -1.5595], [-2.0196, -1.5088, -1.8040], [-2.3313, -0.1940, -1.9403], [-1.4491, 0.8006, -2.2072], [-2.0462, 2.2107, -2.2789], [-3.2207, 2.3166, -1.9303], [-1.3064, 3.1507, -2.7170], [-0.0609, 0.4725, -2.3775], [0.8305, 1.2456, -2.7605], [0.2875, -0.9204, -2.0713], [1.6267, -1.2999, -2.0649], [1.9874, -2.5990, -1.8384], [3.3043, -2.9140, -1.8756], [1.0363, -3.5949, -1.5858], [-0.2956, -3.2046, -1.5460], [-0.6957, -1.8896, -1.8107], [1.3544, -4.9534, -1.3336], [2.7383, -5.3570, -1.0989], [2.7410, -6.8320, -0.6639], [1.4108, -7.1317, -0.0514], [0.3338, -7.1273, -1.0973], [0.6425, -5.9845, -2.0736], [-4.2298, -3.3087, 0.0803], [-3.6528, -1.6610, 0.3691], [-2.5210, -3.0125, 0.4564], [-3.9928, -2.0676, -2.0638], [-2.8657, -3.4055, -2.0283], [-3.3748, 0.0773, -1.8319], [2.3824, -0.5498, -2.2614], [-1.0352, -3.9394, -1.2601], [3.1568, -4.7336, -0.3113], [3.3769, -5.2535, -1.9809], [3.5293, -7.0208, 0.0608], [2.8770, -7.5110, -1.5028], [1.2056, -6.3785, 0.6084], [1.4194, -8.0137, 0.4574], [-0.6185, -6.9820, -0.5912], [0.3251, -8.0932, -1.5993], [-0.2800, -5.6004, -2.4949], [1.2472, -6.3528, -2.9125], [-1.2175, 5.6108, 3.5559], [-1.2655, 4.8138, 2.3458], [-0.2336, 3.9768, 1.9668], [-0.3548, 3.6985, 0.6236], [0.4280, 2.8971, 0.0405], [-1.5036, 4.3988, 0.1733], [-2.0025, 5.0898, 1.2440], [-3.1496, 6.0310, 1.3088], [0.5217, 3.2378, 2.9134], [-0.1204, 2.6318, 3.9890], [0.6211, 1.9082, 4.9091], [1.9910, 1.7662, 4.7399], [2.6181, 2.3505, 3.6498], [1.8885, 3.0937, 2.7345], [-0.4262, 5.2443, 4.2008], [-2.1659, 5.5382, 4.0870], [-1.0209, 6.6596, 3.3238], [-1.9015, 4.3868, -0.8284], [-3.6982, 6.0012, 0.3716], [-2.8026, 7.0534, 1.4745], [-3.8263, 5.7683, 2.1229], [-1.1929, 2.7280, 4.1053], [0.1252, 1.4480, 5.7536], [2.5668, 1.1940, 5.4557], [3.6860, 2.2423, 3.5120], [2.3670, 3.5556, 1.8842]],
  "homo_lumo_gap_ev": [5.8, 5.2],
  "multiplicity": 5,
  "e_homo_ha": [-0.33311, -0.35777],
  "e_lumo_ev": [-3.28, -4.51],
  "charge": 1,
  "s_squared": 6.021
}

No. 2
{
  "formula": "C27H30BBr3Cl8F7InLiMgN2O11P2S",
  "method": "ωB97M-V with the def2-TZVPD basis set",
  "elements": ["C", "C", "C", "C", "C", "C", "C", "C", "In", "F", "P", "S", "C", "C", "C", "N", "C", "C", "H", "H", "H", "H", "H", "H", "H", "H", "H", "H", "H", "H", "H", "H", "H", "C", "O", "N", "C", "C", "H", "H", "H", "H", "H", "H", "H", "C", "Br", "Br", "Br", "H", "C", "Cl", "Cl", "Cl", "Cl", "Mg", "C", "Cl", "Cl", "Cl", "H", "Cl", "O", "C", "O", "C", "C", "C", "H", "H", "H", "H", "H", "H", "F", "P", "F", "F", "F", "F", "F", "Li", "B", "O", "C", "O", "C", "O", "O", "O", "C", "O", "C", "O", "O"],
  "xyz": [[3.2018, 0.8637, 7.3590], [1.8972, 1.6822, 7.4706], [0.9534, 1.3964, 8.4455], [-0.2294, 2.0818, 8.5159], [-0.5310, 3.0932, 7.6224], [0.4032, 3.3904, 6.6502], [1.6046, 2.7031, 6.5600], [2.5175, 3.1060, 5.4183], [1.5116, 2.7093, 3.4094], [-0.1460, 3.8989, 3.1606], [3.0726, 3.2092, 1.4748], [4.6399, 4.2019, 2.1331], [0.7938, 0.5766, 3.1275], [0.1934, -0.2711, 4.1462], [-0.1606, -1.6085, 3.7882], [-0.0634, -2.1695, 2.6220], [0.4896, -1.3950, 1.6587], [0.9078, -0.0709, 1.9311], [3.2701, 0.1824, 6.3833], [4.0311, 1.5739, 7.2387], [3.3692, 0.2882, 8.2731], [1.1573, 0.6067, 9.1694], [-0.9788, 1.8316, 9.2653], [-1.4713, 3.6367, 7.6363], [0.1591, 4.1723, 5.9296], [3.4403, 2.5189, 5.4424], [2.7428, 4.1735, 5.5058], [2.3304, 3.9553, 0.5239], [3.3689, 1.9748, 0.8369], [-0.0056, 0.1377, 5.1635], [-0.5762, -2.2292, 4.5913], [0.6034, -1.7761, 0.6471], [1.3724, 0.4736, 1.1068], [-1.1920, -1.1741, -2.1679], [-0.2164, -0.8637, -1.4934], [-1.4933, -2.3893, -2.6172], [-2.6963, -2.6273, -3.4081], [-0.6060, -3.5017, -2.3142], [-1.9397, -0.4173, -2.4704], [-3.3300, -3.3488, -2.8880], [-2.4382, -3.0213, -4.3935], [-3.2486, -1.6983, -3.5410], [-0.5246, -3.6195, -1.2320], [0.3871, -3.2972, -2.7150], [-0.9944, -4.4167, -2.7524], [4.6089, -2.7004, 1.6441], [5.5889, -3.3972, 0.1347], [5.7149, -1.6073, 2.7821], [3.0235, -1.7421, 1.0835], [4.2738, -3.5503, 2.2386], [-0.2404, 3.7926, -1.5129], [0.1656, 5.3441, -0.7980], [0.1479, 2.4895, -0.4194], [-2.0090, 3.7422, -1.8521], [0.6454, 3.5894, -3.0291], [6.6032, -4.9507, 2.0700], [8.0892, 6.3700, 0.6085], [7.1007, 5.6391, -0.6553], [8.1196, 8.1310, 0.4340], [7.5065, 5.9120, 2.2066], [9.1019, 6.0037, 0.4990], [1.5976, -0.2011, 5.7077], [-7.1167, 1.5590, -3.1452], [-6.6745, 2.4940, -2.5579], [-6.3019, 3.6604, -3.1822], [-5.7079, 4.5499, -2.2254], [-6.2222, 4.0974, -0.8691], [-6.3871, 2.5932, -1.0731], [-4.6182, 4.4613, -2.3052], [-5.9943, 5.5743, -2.4535], [-5.5594, 4.3607, -0.0467], [-7.1944, 4.5521, -0.6755], [-5.4653, 2.0496, -0.8570], [-7.2102, 2.1887, -0.4918], [7.1033, -4.1054, -2.0572], [7.3395, -4.0314, -3.7028], [6.5247, -5.4575, -3.7276], [7.4679, -3.0428, -5.0063], [8.3990, -5.0034, -4.4990], [8.6710, -3.2606, -3.1358], [5.8486, -3.3336, -3.7240], [-3.1083, 3.3026, -4.2922], [-5.3390, -5.2838, -7.1062], [-4.6455, -4.2862, -6.2532], [-3.4577, -4.0475, -6.7797], [-2.6488, -3.2799, -6.3244], [-3.2967, -4.8897, -8.0331], [-2.3370, -4.9088, -8.7486], [-4.4042, -5.6028, -8.2054], [-5.6872, -6.4908, -6.3322], [-7.0069, -6.6527, -6.3834], [-7.6166, -7.5388, -5.8569], [-7.5991, -5.5281, -7.2151], [-8.7600, -5.3668, -7.4630], [-6.6094, -4.7405, -7.6267]],
  "homo_lumo_gap_ev": 2.0,
  "multiplicity": 1,
  "e_homo_ha": -0.16858,
  "e_lumo_ev": -2.55,
  "charge": -1
}